Record 1
This record from the OMol25 dataset describes an isolated molecule of C5H9NO in a non-equilibrium geometry. The level of theory is ωB97M-V/def2-TZVPD.

Output
2S+1: 1
Relative energy (zero: lowest compared OMol25 entry of this formula, charge and spin): 99.9 kcal/mol
LUMO (alpha / beta): -0.8 / 0.2 eV
Highest occupied orbital energy (alpha / beta): -8.72 / -8.51 eV
Net charge: 0

Geometry as XYZ:
```
16
Properties=species:S:1:pos:R:3:mulliken_charge:R:1
C 1.4525 0.9980 0.4499 -0.333
C -1.1182 -1.8383 0.2363 -1.367
C -1.0244 1.1802 -0.2365 -1.284
N 2.3368 0.4493 -0.4937 -0.478
C 0.1942 -1.1027 -0.0292 0.973
C 0.1805 0.3320 -0.0072 0.104
O 1.2217 -1.7649 -0.2116 -0.556
H 2.0486 0.7200 -1.4370 0.245
H 1.7347 0.7901 1.4861 0.288
H 1.3163 2.0842 0.3168 0.326
H -1.7157 -1.3741 1.0209 0.372
H -0.8838 -2.8662 0.5070 0.353
H -1.7077 -1.8623 -0.6843 0.346
H -0.9516 1.7221 -1.1879 0.301
H -1.9441 0.5968 -0.2801 0.364
H -1.1398 1.9358 0.5506 0.346
```

---

Record 2
This record from the OMol25 dataset describes an isolated molecule of C5H9NO in a non-equilibrium geometry. The level of theory is ωB97M-V/def2-TZVPD.

Output
2S+1: 1
Relative energy (zero: lowest compared OMol25 entry of this formula, charge and spin): 28.9 kcal/mol
LUMO: 0.6 eV
Highest occupied orbital energy: -10.84 eV
Net charge: 0
SMILES string: CC(C)(C#N)CO

Geometry as XYZ:
```
16
Properties=species:S:1:pos:R:3:mulliken_charge:R:1
C -1.1327 -0.7930 0.7986 -1.723
C -0.2508 0.2382 0.0704 1.871
C -0.2697 0.0058 -1.4594 -1.377
C -0.7133 1.6011 0.3951 -0.221
N -0.9869 2.6873 0.6877 -0.496
C 1.2146 0.1663 0.6346 -0.840
O 1.9576 -0.9032 0.1081 -0.488
H -0.7110 -1.7907 0.6410 0.396
H -1.1582 -0.5919 1.8752 0.401
H -2.1658 -0.7875 0.4321 0.408
H -1.1220 -0.6060 -1.7637 0.348
H 0.6131 -0.5611 -1.7625 0.271
H -0.2873 0.9343 -2.0326 0.365
H 1.7265 1.1289 0.4865 0.360
H 1.1563 -0.0148 1.7126 0.411
H 2.1295 -0.7137 -0.8238 0.314
```